{
  "formula": "C72H172F12N8O16P2",
  "method": "wB97M-V/def2-TZVPD",
  "e_lumo_ev": -3.39,
  "orbital_gap_ha": 0.2193,
  "e_homo_ev": -9.36,
  "total_energy_ha": -6368.9153,
  "total_charge": 2,
  "multiplicity": 1,
  "species": ["C", "C", "N", "C", "C", "C", "C", "C", "O", "C", "H", "H", "H", "H", "H", "H", "H", "H", "H", "H", "H", "H", "H", "H", "H", "H", "H", "H", "H", "H", "C", "C", "N", "C", "C", "C", "C", "C", "O", "C", "H", "H", "H", "H", "H", "H", "H", "H", "H", "H", "H", "H", "H", "H", "H", "H", "H", "H", "H", "H", "C", "C", "N", "C", "C", "C", "C", "C", "O", "C", "H", "H", "H", "H", "H", "H", "H", "H", "H", "H", "H", "H", "H", "H", "H", "H", "H", "H", "H", "H", "C", "C", "N", "C", "C", "C", "C", "C", "O", "C", "H", "H", "H", "H", "H", "H", "H", "H", "H", "H", "H", "H", "H", "H", "H", "H", "H", "H", "H", "H", "C", "C", "N", "C", "C", "C", "C", "C", "O", "C", "H", "H", "H", "H", "H", "H", "H", "H", "H", "H", "H", "H", "H", "H", "H", "H", "H", "H", "H", "H", "C", "C", "N", "C", "C", "C", "C", "C", "O", "C", "H", "H", "H", "H", "H", "H", "H", "H", "H", "H", "H", "H", "H", "H", "H", "H", "H", "H", "H", "H", "C", "C", "N", "C", "C", "C", "C", "C", "O", "C", "H", "H", "H", "H", "H", "H", "H", "H", "H", "H", "H", "H", "H", "H", "H", "H", "H", "H", "H", "H", "C", "C", "N", "C", "C", "C", "C", "C", "O", "C", "H", "H", "H", "H", "H", "H", "H", "H", "H", "H", "H", "H", "H", "H", "H", "H", "H", "H", "H", "H", "P", "F", "F", "F", "F", "F", "F", "P", "F", "F", "F", "F", "F", "F", "C", "C", "O", "O", "H", "H", "H", "C", "C", "O", "O", "H", "H", "H", "C", "C", "O", "O", "H", "H", "H", "C", "C", "O", "O", "H", "H", "H"],
  "coordinates": [[0.219, -6.459, -6.862], [-0.994, -6.007, -6.006], [-1.260, -4.486, -5.879], [-1.678, -4.015, -7.239], [-2.495, -4.364, -4.958], [-2.862, -2.814, -4.596], [-0.030, -3.575, -5.459], [0.425, -3.825, -3.960], [0.934, -5.119, -3.780], [1.285, -5.380, -2.472], [0.273, -5.998, -7.848], [0.220, -7.542, -6.983], [1.158, -6.110, -6.433], [-0.942, -6.405, -4.993], [-1.833, -6.520, -6.475], [-2.078, -3.001, -7.263], [-2.425, -4.710, -7.621], [-0.755, -4.035, -7.819], [-2.128, -4.807, -4.033], [-3.320, -4.968, -5.336], [-3.135, -2.123, -5.393], [-2.040, -2.306, -4.093], [-3.654, -2.887, -3.851], [-0.247, -2.522, -5.634], [0.766, -3.819, -6.163], [-0.392, -3.650, -3.259], [1.106, -3.002, -3.741], [2.009, -4.619, -2.181], [1.638, -6.382, -2.232], [0.448, -5.303, -1.777], [5.559, -0.175, 3.233], [4.251, -0.924, 3.130], [3.643, -1.390, 4.522], [3.286, -0.128, 5.375], [2.363, -2.194, 4.249], [1.595, -2.728, 5.439], [4.717, -2.177, 5.378], [5.020, -3.621, 4.922], [5.069, -3.820, 3.564], [6.389, -3.802, 2.988], [6.459, -0.686, 3.574], [5.529, 0.832, 3.647], [5.936, 0.146, 2.263], [4.332, -1.806, 2.494], [3.484, -0.286, 2.689], [4.161, 0.519, 5.438], [2.880, -0.536, 6.300], [2.367, 0.357, 5.047], [2.584, -2.979, 3.526], [1.730, -1.572, 3.615], [0.813, -3.304, 4.944], [1.009, -1.959, 5.941], [2.238, -3.365, 6.047], [4.342, -2.300, 6.394], [5.662, -1.649, 5.505], [4.187, -4.192, 5.332], [5.764, -4.107, 5.553], [6.892, -2.835, 2.993], [6.433, -4.120, 1.946], [6.987, -4.632, 3.364], [3.233, 6.678, -0.586], [3.907, 6.035, 0.641], [4.406, 4.594, 0.289], [5.620, 4.645, -0.681], [4.869, 3.827, 1.591], [6.087, 4.400, 2.292], [3.398, 3.689, -0.514], [2.281, 2.996, 0.304], [1.781, 3.852, 1.254], [0.438, 3.539, 1.634], [3.731, 6.504, -1.541], [3.180, 7.763, -0.505], [2.229, 6.261, -0.668], [3.147, 6.072, 1.422], [4.788, 6.572, 0.995], [5.294, 4.737, -1.718], [6.154, 3.711, -0.510], [6.215, 5.557, -0.628], [4.986, 2.770, 1.353], [4.033, 3.877, 2.288], [5.935, 5.451, 2.537], [6.941, 4.238, 1.633], [6.476, 3.879, 3.167], [3.990, 2.931, -1.027], [2.937, 4.210, -1.354], [2.823, 2.206, 0.824], [1.478, 2.683, -0.363], [0.335, 2.472, 1.833], [-0.192, 3.982, 0.864], [0.183, 4.066, 2.553], [-6.993, 1.799, 0.263], [-6.127, 0.788, -0.648], [-4.748, 1.290, -1.121], [-3.774, 0.922, 0.072], [-4.286, 0.622, -2.388], [-2.827, 0.995, -2.749], [-4.688, 2.887, -1.331], [-5.333, 3.380, -2.656], [-6.686, 2.794, -2.637], [-7.402, 2.890, -3.863], [-6.562, 2.198, 1.181], [-7.965, 1.374, 0.515], [-7.298, 2.680, -0.302], [-6.718, 0.536, -1.529], [-5.884, -0.117, -0.091], [-3.452, -0.119, 0.071], [-4.209, 1.297, 0.998], [-2.907, 1.553, -0.129], [-5.068, 0.928, -3.082], [-4.385, -0.449, -2.214], [-2.145, 0.516, -2.047], [-2.599, 2.058, -2.671], [-2.549, 0.673, -3.752], [-3.627, 3.136, -1.347], [-5.089, 3.332, -0.420], [-4.805, 2.891, -3.474], [-5.448, 4.464, -2.676], [-7.048, 2.223, -4.648], [-7.188, 3.861, -4.310], [-8.470, 2.775, -3.675], [-3.085, 8.450, -1.610], [-2.684, 7.810, -2.990], [-1.377, 6.993, -3.117], [-0.204, 7.764, -2.508], [-1.731, 5.719, -2.250], [-0.707, 4.578, -2.274], [-0.964, 6.615, -4.592], [-2.175, 6.035, -5.370], [-2.916, 4.896, -4.813], [-3.995, 4.568, -5.623], [-3.507, 7.849, -0.805], [-3.978, 9.035, -1.831], [-2.234, 9.016, -1.232], [-2.415, 8.597, -3.694], [-3.464, 7.248, -3.505], [-0.105, 8.712, -3.036], [0.668, 7.137, -2.695], [-0.482, 7.925, -1.467], [-2.746, 5.433, -2.526], [-1.888, 6.124, -1.250], [0.329, 4.859, -2.089], [-0.746, 4.018, -3.208], [-0.738, 3.926, -1.401], [-0.207, 5.835, -4.663], [-0.512, 7.496, -5.048], [-1.877, 5.804, -6.392], [-2.858, 6.866, -5.550], [-4.010, 5.053, -6.599], [-4.893, 4.908, -5.108], [-4.173, 3.500, -5.749], [-0.520, -6.290, 1.299], [-0.823, -5.273, 2.331], [-2.122, -4.421, 2.048], [-1.922, -3.776, 0.651], [-3.413, -5.325, 2.015], [-4.644, -4.459, 1.592], [-2.283, -3.326, 3.168], [-2.558, -3.845, 4.587], [-1.472, -4.481, 5.182], [-1.775, -4.867, 6.523], [0.150, -7.071, 1.659], [-0.055, -5.945, 0.376], [-1.347, -6.890, 0.919], [0.049, -4.696, 2.639], [-1.002, -5.867, 3.228], [-2.637, -2.962, 0.775], [-2.318, -4.325, -0.204], [-0.905, -3.430, 0.468], [-3.548, -5.927, 2.914], [-3.289, -6.031, 1.193], [-5.012, -3.730, 2.314], [-5.446, -5.155, 1.350], [-4.442, -3.888, 0.686], [-3.115, -2.705, 2.834], [-1.280, -2.903, 3.217], [-3.363, -4.577, 4.658], [-2.959, -3.034, 5.195], [-2.398, -5.760, 6.561], [-2.288, -4.110, 7.116], [-0.854, -5.046, 7.078], [-1.008, 0.207, 3.988], [-1.349, 1.244, 5.056], [-2.881, 1.356, 5.437], [-2.894, 2.354, 6.558], [-3.686, 1.889, 4.216], [-5.017, 2.632, 4.576], [-3.504, -0.038, 5.833], [-2.917, -0.751, 7.063], [-1.574, -1.232, 6.743], [-1.040, -1.826, 7.967], [-1.569, 0.405, 3.074], [-1.103, -0.838, 4.282], [0.035, 0.264, 3.677], [-1.027, 2.236, 4.739], [-0.831, 0.932, 5.963], [-2.609, 3.350, 6.220], [-2.216, 2.045, 7.353], [-3.926, 2.361, 6.908], [-3.970, 1.105, 3.514], [-3.001, 2.529, 3.660], [-4.902, 3.492, 5.236], [-5.685, 1.892, 5.016], [-5.576, 3.069, 3.749], [-3.392, -0.693, 4.969], [-4.546, 0.263, 5.946], [-3.519, -1.614, 7.344], [-3.061, -0.022, 7.860], [-0.141, -2.373, 7.682], [-1.668, -2.591, 8.423], [-0.837, -1.081, 8.736], [7.003, -4.478, -2.385], [6.878, -2.984, -2.822], [5.416, -2.487, -3.295], [5.109, -3.076, -4.654], [4.359, -2.847, -2.265], [4.517, -2.156, -0.864], [5.482, -0.861, -3.402], [4.163, -0.103, -3.729], [3.361, -0.744, -4.719], [2.079, -0.068, -4.939], [7.949, -4.835, -1.978], [7.009, -5.026, -3.327], [6.248, -4.912, -1.730], [7.560, -2.779, -3.647], [7.038, -2.378, -1.930], [4.035, -2.992, -4.818], [5.395, -4.127, -4.694], [5.465, -2.492, -5.503], [4.193, -3.921, -2.342], [3.383, -2.545, -2.645], [3.720, -2.499, -0.205], [4.675, -1.078, -0.818], [5.373, -2.506, -0.286], [6.202, -0.558, -4.163], [5.965, -0.371, -2.557], [4.456, 0.853, -4.162], [3.511, -0.045, -2.857], [2.198, 0.839, -5.532], [1.508, 0.175, -4.043], [1.483, -0.806, -5.476], [0.785, -0.513, 0.119], [2.293, -0.246, -0.407], [1.259, -1.925, 0.860], [1.074, 0.224, 1.494], [-0.746, -0.883, 0.680], [0.140, 0.823, -0.668], [0.555, -1.399, -1.146], [-3.480, 5.334, 1.586], [-2.520, 4.850, 2.755], [-2.438, 6.633, 1.463], [-2.639, 4.443, 0.506], [-4.342, 5.939, 0.376], [-4.557, 4.141, 1.839], [-4.433, 6.158, 2.640], [-7.394, -0.638, 3.368], [-6.008, -1.289, 3.169], [-5.383, -1.015, 2.167], [-5.566, -1.923, 4.121], [-7.898, -0.573, 2.404], [-7.211, 0.372, 3.734], [-7.925, -1.213, 4.127], [-0.858, 1.737, -6.035], [-1.752, 0.603, -6.678], [-1.327, -0.572, -6.640], [-2.739, 0.971, -7.318], [-0.656, 1.348, -5.037], [-1.518, 2.561, -5.763], [0.077, 2.002, -6.529], [3.186, -5.664, 2.095], [3.806, -6.313, 0.833], [4.470, -7.412, 0.970], [3.656, -5.756, -0.239], [3.451, -6.036, 3.085], [2.099, -5.719, 2.032], [3.396, -4.595, 2.067], [7.980, -0.313, -0.121], [7.294, 1.090, -0.149], [6.183, 1.115, -0.785], [7.867, 2.082, 0.299], [7.917, -0.750, -1.117], [7.501, -0.966, 0.609], [9.054, -0.315, 0.063]],
  "lowdin_charge": [-0.051, -0.154, -0.237, 0.002, -0.099, -0.032, -0.010, -0.186, -0.174, -0.101, 0.073, 0.092, 0.069, 0.117, 0.122, 0.095, 0.112, 0.102, 0.103, 0.128, 0.067, 0.056, 0.065, 0.095, 0.127, 0.105, 0.114, 0.074, 0.107, 0.069, -0.062, -0.104, -0.174, 0.037, -0.166, -0.039, -0.056, -0.226, -0.199, -0.044, 0.078, 0.076, 0.074, 0.119, 0.117, 0.101, 0.090, 0.093, 0.115, 0.107, 0.076, 0.059, 0.087, 0.122, 0.125, 0.113, 0.144, 0.076, 0.093, 0.102, -0.071, -0.124, -0.165, 0.017, -0.148, -0.058, -0.057, -0.231, -0.200, -0.048, 0.075, 0.088, 0.056, 0.124, 0.116, 0.094, 0.075, 0.110, 0.114, 0.114, 0.076, 0.070, 0.089, 0.122, 0.110, 0.111, 0.111, 0.076, 0.073, 0.088, -0.031, -0.107, -0.204, 0.041, -0.144, -0.025, -0.044, -0.129, -0.235, -0.078, 0.061, 0.077, 0.061, 0.116, 0.094, 0.100, 0.086, 0.079, 0.115, 0.129, 0.066, 0.063, 0.078, 0.087, 0.101, 0.098, 0.135, 0.090, 0.078, 0.099, -0.021, -0.134, -0.229, 0.025, -0.130, -0.040, -0.037, -0.163, -0.206, -0.117, 0.060, 0.093, 0.076, 0.125, 0.117, 0.112, 0.092, 0.100, 0.108, 0.098, 0.062, 0.075, 0.063, 0.127, 0.137, 0.136, 0.114, 0.103, 0.073, 0.095, -0.086, -0.158, -0.183, 0.018, -0.109, -0.044, -0.029, -0.212, -0.194, -0.072, 0.101, 0.067, 0.081, 0.118, 0.120, 0.075, 0.105, 0.091, 0.126, 0.106, 0.056, 0.090, 0.067, 0.111, 0.119, 0.127, 0.110, 0.100, 0.067, 0.098, -0.057, -0.128, -0.211, -0.001, -0.124, -0.044, -0.043, -0.165, -0.211, -0.076, 0.080, 0.058, 0.057, 0.124, 0.110, 0.119, 0.104, 0.106, 0.110, 0.104, 0.078, 0.068, 0.073, 0.106, 0.132, 0.135, 0.120, 0.072, 0.080, 0.096, -0.046, -0.098, -0.185, 0.005, -0.140, -0.037, -0.034, -0.179, -0.229, -0.057, 0.087, 0.065, 0.077, 0.128, 0.076, 0.083, 0.102, 0.109, 0.111, 0.101, 0.068, 0.054, 0.061, 0.126, 0.085, 0.133, 0.108, 0.084, 0.081, 0.074, 0.206, -0.147, -0.203, -0.153, -0.205, -0.188, -0.134, 0.188, -0.151, -0.196, -0.174, -0.155, -0.171, -0.171, -0.010, -0.848, -0.053, -0.058, 0.061, 0.053, 0.071, -0.032, -0.789, -0.100, -0.051, 0.028, 0.035, 0.064, -0.032, -0.775, -0.114, -0.066, 0.067, 0.027, 0.034, -0.017, -0.753, -0.126, -0.034, 0.039, 0.049, 0.071]
}